1.
Entry from the OMol25 dataset: a 5-piece molecular cluster, C11H32O5P overall in a non-equilibrium geometry (ωB97M-V/def2-TZVPD).

LUMO	2.69	eV
net charge	-1
total energy	-31448.96016	eV
gap between HOMO and LUMO	4.362	eV
2S+1	1

Geometry (Å):
C  1.15  -0.28  -2.67
P  -0.36  -0.69  -1.62
C  -0.67  -2.53  -1.82
C  -1.87  0.24  -2.14
O  -1.99  0.40  -3.60
H  1.56  -1.14  -3.22
H  1.94  0.05  -1.99
H  0.98  0.52  -3.40
H  -0.98  -2.93  -0.86
H  0.21  -3.07  -2.17
H  -1.50  -2.70  -2.53
H  -1.71  1.24  -1.70
H  -1.35  1.05  -3.87
C  -1.85  5.42  -0.49
C  -1.57  4.13  -1.25
O  -0.44  3.46  -0.72
H  -0.99  6.08  -0.53
H  -2.71  5.94  -0.91
H  -2.06  5.20  0.56
H  -1.35  4.35  -2.30
H  -2.44  3.46  -1.22
H  -0.64  3.24  0.20
C  2.17  5.20  -0.49
C  2.24  6.51  0.27
O  2.83  6.33  1.56
H  1.60  4.46  0.06
H  1.70  5.34  -1.47
H  3.17  4.79  -0.64
H  1.24  6.91  0.44
H  2.81  7.26  -0.29
H  3.72  5.99  1.42
C  1.42  -3.36  2.28
C  2.07  -3.98  1.06
O  2.41  -2.98  0.10
H  0.53  -2.81  1.99
H  1.14  -4.12  3.00
H  2.10  -2.65  2.76
H  1.39  -4.67  0.57
H  2.98  -4.53  1.34
H  3.02  -2.37  0.51
C  -2.84  -6.05  2.01
C  -1.73  -6.16  3.04
O  -1.11  -4.90  3.26
H  -2.44  -5.67  1.07
H  -3.30  -7.02  1.83
H  -3.61  -5.34  2.34
H  -0.96  -6.84  2.70
H  -2.13  -6.53  3.99
H  -1.78  -4.29  3.58

Results of the Löwdin charge analysis, in e, for atoms 1 through 6: -0.352 0.727 -0.363 -0.554 -0.293 0.005

---

2.
Entry from the OMol25 dataset: a 6-piece molecular cluster, C11H33FNO9PS2 overall in a non-equilibrium geometry (ωB97M-V/def2-TZVPD).

LUMO	0.24	eV
net charge	0
total energy	-65534.47641	eV
gap between HOMO and LUMO	9.692	eV
2S+1	1
SMILES string	O=C(NS(=O)(=O)F)O[PH2]=S.CCO.CCO.CCO.CCO.CCO

Geometry (Å):
O  -1.74  -2.57  -3.34
C  -1.09  -3.44  -2.93
N  0.32  -3.16  -2.73
S  0.94  -3.87  -1.33
O  1.49  -5.17  -1.53
O  -0.11  -3.87  -0.36
F  2.15  -2.94  -0.84
O  -1.72  -4.63  -2.62
P  -1.06  -5.97  -3.40
S  -0.21  -5.61  -5.10
H  0.90  -3.33  -3.56
H  -0.24  -6.64  -2.46
H  -2.16  -6.84  -3.63
C  2.73  1.49  -1.42
C  1.46  0.72  -1.76
O  1.78  -0.46  -2.49
H  3.27  1.76  -2.33
H  2.49  2.40  -0.86
H  3.40  0.87  -0.82
H  0.80  1.33  -2.38
H  0.92  0.44  -0.85
H  2.35  -1.00  -1.94
C  3.91  5.83  1.51
C  3.78  5.54  0.02
O  2.59  4.80  -0.24
H  3.93  4.89  2.07
H  4.83  6.38  1.72
H  3.06  6.40  1.87
H  4.62  4.95  -0.33
H  3.75  6.48  -0.55
H  1.85  5.34  0.06
C  2.13  8.47  5.34
C  3.21  8.87  4.35
O  2.65  9.08  3.06
H  1.62  7.57  5.01
H  2.56  8.30  6.33
H  1.38  9.26  5.42
H  3.95  8.08  4.26
H  3.72  9.78  4.67
H  2.00  9.79  3.14
C  -3.21  -1.76  2.19
C  -3.81  -2.57  1.05
O  -3.20  -2.22  -0.19
H  -3.33  -0.69  2.01
H  -3.67  -2.02  3.14
H  -2.13  -1.95  2.26
H  -4.88  -2.36  0.97
H  -3.68  -3.64  1.23
H  -2.26  -2.42  -0.11
C  -5.11  -6.95  -0.56
C  -4.04  -6.56  -1.56
O  -4.61  -6.36  -2.85
H  -5.62  -7.86  -0.88
H  -4.68  -7.10  0.43
H  -5.88  -6.17  -0.49
H  -3.29  -7.35  -1.64
H  -3.54  -5.64  -1.26
H  -5.26  -5.66  -2.79

Results of the Löwdin charge analysis, in e, for atoms 1 through 6: 0.222 -0.658 0.005 0.638 -0.272 -0.236

---

3.
Entry from the OMol25 dataset: a 11-piece molecular cluster, C11H33N11O22 overall in a non-equilibrium geometry (ωB97M-V/def2-TZVPD).

LUMO	-0.57	eV
relative energy (zero: lowest compared OMol25 entry of this formula, charge and spin)	424.6	kJ/mol
net charge	0
total energy	-73343.74923	eV
gap between HOMO and LUMO	10.178	eV
2S+1	1
SMILES string	C[N+](=O)[O-].C[N+](=O)[O-].C[N+](=O)[O-].C[N+](=O)[O-].C[N+](=O)[O-].C[N+](=O)[O-].C[N+](=O)[O-].C[N+](=O)[O-].C[N+](=O)[O-].C[N+](=O)[O-].C[N+](=O)[O-]

Geometry (Å):
C  3.57  -25.75  -7.17
N  4.06  -27.12  -6.70
O  3.40  -28.12  -7.01
O  5.04  -27.18  -6.00
H  2.51  -25.55  -7.01
H  3.66  -25.84  -8.25
H  4.03  -24.92  -6.63
C  2.30  -24.41  2.45
N  2.74  -24.02  1.08
O  3.94  -23.84  0.98
O  1.93  -23.99  0.19
H  3.18  -24.35  3.09
H  1.87  -25.41  2.35
H  1.56  -23.67  2.75
C  -2.28  -26.35  -5.83
N  -0.99  -25.98  -5.15
O  -0.87  -24.79  -4.71
O  -0.20  -26.85  -5.00
H  -3.02  -25.56  -5.71
H  -2.64  -27.30  -5.45
H  -1.91  -26.29  -6.86
C  -2.97  -22.34  -0.54
N  -2.22  -21.16  -0.09
O  -1.35  -21.30  0.82
O  -2.23  -20.10  -0.75
H  -3.56  -21.97  -1.38
H  -3.74  -22.62  0.18
H  -2.36  -23.22  -0.72
C  7.66  -16.34  -6.08
N  9.04  -16.01  -6.51
O  9.67  -15.04  -6.10
O  9.48  -16.71  -7.41
H  7.77  -16.05  -5.04
H  7.24  -17.33  -6.22
H  7.12  -15.57  -6.65
C  -1.20  -15.99  -2.67
N  -1.19  -14.78  -3.46
O  -2.03  -13.96  -3.11
O  -0.50  -14.63  -4.37
H  -1.91  -15.89  -1.85
H  -0.23  -16.03  -2.18
H  -1.28  -16.88  -3.29
C  5.56  -14.18  -0.08
N  4.97  -15.06  -1.10
O  4.81  -16.25  -0.94
O  4.49  -14.41  -2.04
H  5.62  -14.82  0.80
H  5.12  -13.18  -0.02
H  6.56  -13.81  -0.31
C  3.69  -18.67  4.99
N  2.97  -19.24  3.74
O  1.80  -19.00  3.83
O  3.62  -19.87  2.87
H  3.39  -17.63  4.92
H  4.75  -18.87  4.80
H  3.24  -19.26  5.79
C  -0.11  -20.80  -8.51
N  -1.50  -21.19  -8.73
O  -2.41  -20.40  -8.71
O  -1.71  -22.38  -8.67
H  0.00  -20.62  -7.44
H  0.07  -19.86  -9.03
H  0.51  -21.54  -8.99
C  2.00  -20.52  -2.92
N  3.10  -20.61  -3.97
O  4.20  -20.11  -3.66
O  2.87  -21.31  -4.96
H  2.50  -20.39  -1.95
H  1.41  -21.42  -3.05
H  1.31  -19.77  -3.30
C  8.43  -19.50  -1.31
N  8.39  -18.13  -0.64
O  8.74  -17.12  -1.30
O  8.32  -18.04  0.58
H  8.12  -19.35  -2.35
H  7.87  -20.28  -0.78
H  9.49  -19.76  -1.27

Results of the Löwdin charge analysis, in e, for atoms 1 through 6: 0.050 -0.423 0.033 0.064 0.085 0.096

---

4.
Entry from the OMol25 dataset: C11H34F3O11V as an isolated structure in a non-equilibrium geometry (ωB97M-V/def2-TZVPD).

LUMO	-0.21	eV
relative energy (zero: lowest compared OMol25 entry of this formula, charge and spin)	111.7	kJ/mol
net charge	0
total energy	-68318.44470	eV
gap between HOMO and LUMO	8.824	eV
2S+1	1

Geometry (Å):
O  -0.70  -1.32  -0.98
V  -0.03  -0.93  0.41
O  0.66  0.51  0.18
C  -2.62  0.16  1.55
O  -2.07  0.71  0.36
O  -1.63  -0.65  2.00
C  -3.13  1.27  2.50
F  -2.67  2.50  2.22
F  -4.47  1.31  2.48
F  -2.76  0.99  3.78
C  -2.87  1.47  -0.53
C  -1.97  1.88  -1.69
H  -1.62  1.02  -2.26
H  -2.54  2.49  -2.39
H  -1.14  2.49  -1.34
H  -3.25  2.39  -0.07
H  -3.71  0.89  -0.93
H  -3.48  -0.46  1.26
C  1.47  0.59  -3.38
O  1.21  1.53  -4.42
H  0.67  0.59  -2.64
H  1.50  -0.42  -3.81
H  2.47  0.77  -2.97
H  1.52  2.38  -4.12
C  -0.06  2.43  3.63
O  1.26  2.63  4.17
H  0.05  2.08  2.61
H  -0.52  1.64  4.24
H  -0.70  3.31  3.75
H  1.21  2.80  5.11
C  3.87  2.36  -0.11
O  4.39  2.26  1.20
H  3.93  3.38  -0.47
H  4.42  1.65  -0.74
H  2.84  2.00  -0.21
H  3.88  2.83  1.79
C  -1.98  -1.81  -4.05
O  -3.14  -2.52  -4.48
H  -2.26  -1.03  -3.33
H  -1.31  -2.51  -3.55
H  -1.44  -1.35  -4.87
H  -3.60  -2.82  -3.70
C  -1.29  -3.91  1.17
O  -0.11  -3.10  1.09
H  -1.11  -4.75  1.85
H  -2.08  -3.30  1.61
H  -1.60  -4.27  0.19
H  0.66  -3.66  1.24
C  2.54  -0.06  2.25
O  1.35  -0.86  2.36
H  2.26  0.97  2.46
H  3.28  -0.36  3.01
H  2.96  -0.10  1.26
H  1.04  -0.80  3.26
C  1.91  -2.78  -1.57
O  2.01  -1.71  -0.63
H  2.07  -3.73  -1.08
H  0.95  -2.77  -2.09
H  2.62  -2.60  -2.39
H  2.89  -1.70  -0.23

Results of the Löwdin charge analysis, in e, for atoms 1 through 6: -0.314 0.955 -0.315 -0.417 -0.160 -0.185

---

5.
Entry from the OMol25 dataset: C11H34FFeO6S5 as an isolated structure in a non-equilibrium geometry (ωB97M-V/def2-TZVPD).

LUMO (alpha / beta)	-6.74 / -8.20	eV
net charge	+1
total energy	-115503.99876	eV
<S²>	6.176
gap between HOMO and LUMO (alpha / beta)	3.926 / 2.444	eV
2S+1	5

Geometry (Å):
Fe  28.77  8.79  1.48
F  30.60  9.14  -1.38
C  28.38  14.23  2.92
O  28.79  13.14  2.11
H  28.53  15.25  2.57
H  27.32  14.14  3.13
H  28.96  14.15  3.84
H  29.30  13.51  1.39
C  24.92  11.49  -3.48
S  23.93  11.08  -1.98
O  24.96  10.86  -0.88
C  23.18  12.65  -1.50
H  25.54  10.62  -3.71
H  25.61  12.32  -3.37
H  24.34  11.57  -4.40
H  23.84  13.50  -1.71
H  22.87  12.56  -0.46
H  22.26  12.82  -2.06
C  23.73  4.24  -0.79
S  25.36  3.77  -0.06
O  25.92  5.09  0.35
C  24.65  2.85  1.33
H  23.90  4.88  -1.66
H  23.06  4.68  -0.05
H  23.22  3.35  -1.15
H  23.67  3.22  1.62
H  25.43  2.76  2.08
H  24.48  1.83  0.99
C  34.48  9.08  6.28
S  32.90  10.00  6.08
O  32.16  9.29  4.87
C  32.06  9.36  7.54
H  34.94  9.34  7.24
H  35.17  9.53  5.56
H  34.48  8.04  5.98
H  32.77  9.21  8.35
H  31.70  8.36  7.28
H  31.37  10.16  7.78
C  33.79  4.22  -0.53
S  32.75  3.43  0.72
O  31.72  4.52  0.96
C  31.97  2.25  -0.48
H  34.61  4.79  -0.08
H  33.05  4.77  -1.11
H  34.14  3.44  -1.21
H  32.75  1.55  -0.78
H  31.44  2.86  -1.21
H  31.31  1.60  0.08
C  22.96  8.22  4.82
S  24.49  8.61  5.86
O  25.60  8.87  4.86
C  24.08  10.37  6.32
H  22.15  8.70  5.38
H  22.66  7.18  4.77
H  23.03  8.66  3.83
H  23.57  10.43  7.27
H  23.43  10.84  5.59
H  25.06  10.86  6.40

Results of the Löwdin charge analysis, in e, for atoms 1 through 6: 1.323 -0.534 -0.166 -0.134 0.081 0.075

---

6.
Entry from the OMol25 dataset: a 6-piece molecular cluster, C11H35O6 overall in a non-equilibrium geometry (ωB97M-V/def2-TZVPD).

LUMO	-2.42	eV
relative energy (zero: lowest compared OMol25 entry of this formula, charge and spin)	60.8	kJ/mol
net charge	+1
total energy	-24252.87987	eV
gap between HOMO and LUMO	10.337	eV
2S+1	1

Geometry (Å):
O  0.25  -0.63  0.34
H  0.34  0.30  0.73
H  -0.74  -0.81  0.33
H  0.64  -0.71  -0.58
C  -3.38  1.53  -1.42
C  -1.95  1.99  -1.32
O  -1.03  0.89  -1.59
H  -3.59  1.18  -2.43
H  -4.02  2.40  -1.23
H  -3.62  0.80  -0.65
H  -1.73  2.27  -0.29
H  -1.73  2.81  -2.00
H  -0.96  0.79  -2.54
C  1.74  -3.53  -1.06
C  2.03  -2.46  -2.09
O  1.01  -1.45  -2.01
H  1.69  -3.14  -0.05
H  2.46  -4.34  -1.15
H  0.80  -4.04  -1.33
H  2.13  -2.89  -3.09
H  2.98  -2.00  -1.82
H  0.85  -0.99  -2.84
C  3.87  0.64  0.14
C  3.02  1.39  -0.89
O  3.83  2.35  -1.58
H  4.75  0.17  -0.29
H  3.25  -0.21  0.50
H  4.00  1.24  1.03
H  2.24  1.95  -0.36
H  2.54  0.71  -1.59
H  4.13  1.96  -2.41
C  -4.12  -2.26  -0.74
C  -2.60  -2.14  -0.63
O  -2.23  -1.29  0.49
H  -4.59  -1.47  -0.15
H  -4.46  -3.24  -0.42
H  -4.50  -2.13  -1.76
H  -2.12  -1.75  -1.52
H  -2.21  -3.13  -0.40
H  -2.53  -1.73  1.30
C  -0.91  2.12  3.51
C  0.45  2.00  2.86
C  1.38  1.00  3.51
O  0.35  1.71  1.44
H  -1.51  2.92  3.10
H  -0.85  2.22  4.59
H  -1.46  1.19  3.34
H  0.96  2.97  2.92
H  1.63  1.32  4.53
H  2.33  0.98  2.99
H  0.95  0.00  3.58
H  0.24  2.54  0.97

Results of the Löwdin charge analysis, in e, for atoms 1 through 6: 0.156 0.079 0.077 0.082 -0.070 -0.263

---

7.
Entry from the OMol25 dataset: a 7-piece molecular cluster, C11H36N4O7 overall in a non-equilibrium geometry (ωB97M-V/def2-TZVPD).

LUMO	0.35	eV
relative energy (zero: lowest compared OMol25 entry of this formula, charge and spin)	493.9	kJ/mol
net charge	0
total energy	-32280.94511	eV
gap between HOMO and LUMO	9.450	eV
2S+1	1
SMILES string	NC(N)=O.NC(N)=O.CCO.CCO.CCO.CCO.CO

Geometry (Å):
N  -2.88  0.97  -0.93
C  -2.93  -0.21  -1.44
N  -2.17  -1.16  -0.91
O  -3.66  -0.27  -2.67
H  -3.63  1.56  -1.20
H  -2.47  1.23  -0.03
H  -2.18  -2.14  -1.19
H  -1.66  -0.91  -0.10
N  -0.29  -0.68  1.22
C  -0.25  -1.63  2.17
N  0.73  -2.48  2.17
O  -1.17  -1.55  3.22
H  -0.80  0.18  1.45
H  0.44  -0.57  0.47
H  0.71  -3.20  2.89
H  1.53  -2.41  1.55
C  0.85  -5.40  -2.31
C  1.12  -3.96  -1.84
O  0.37  -3.60  -0.75
H  -0.11  -5.52  -2.80
H  0.93  -6.09  -1.52
H  1.59  -5.71  -3.07
H  0.94  -3.38  -2.72
H  2.16  -3.90  -1.45
H  -0.55  -3.45  -0.95
C  -1.25  5.25  0.20
C  -0.69  4.05  -0.62
O  0.38  3.45  0.14
H  -2.18  5.61  -0.21
H  -0.55  6.12  0.18
H  -1.46  5.04  1.22
H  -0.28  4.48  -1.48
H  -1.50  3.34  -0.75
H  0.62  2.64  -0.37
C  3.72  1.46  1.42
C  2.35  0.90  1.80
O  2.49  -0.10  2.79
H  4.51  0.69  1.27
H  4.22  2.16  2.19
H  3.58  1.99  0.51
H  1.91  0.49  0.92
H  1.74  1.67  2.15
H  1.94  -0.85  2.65
C  1.83  -0.52  -1.68
C  0.67  0.27  -2.10
O  0.15  0.99  -1.00
H  2.20  -1.11  -2.47
H  1.57  -1.17  -0.85
H  2.59  0.10  -1.18
H  0.02  -0.44  -2.41
H  0.88  0.91  -2.96
H  -0.79  0.81  -1.10
C  -2.82  0.74  2.11
O  -1.75  1.49  1.47
H  -2.97  -0.22  1.69
H  -3.78  1.19  2.02
H  -2.51  0.63  3.13
H  -1.45  2.19  2.06

Results of the Löwdin charge analysis, in e, for atoms 1 through 6: 0.162 -0.562 0.190 -0.173 0.124 0.055

---

8.
Entry from the OMol25 dataset: C11H38N16O13Zn as an isolated structure in a non-equilibrium geometry (ωB97M-V/def2-TZVPD).

LUMO	-2.40	eV
relative energy (zero: lowest compared OMol25 entry of this formula, charge and spin)	223.1	kJ/mol
net charge	0
total energy	-110908.36238	eV
gap between HOMO and LUMO	6.465	eV
2S+1	1

Geometry (Å):
Zn  0.84  -1.23  -2.05
C  -0.59  -0.05  -0.37
O  -1.14  0.50  0.61
O  -0.59  -1.32  -0.59
O  0.18  0.52  -1.21
C  1.55  3.42  0.92
O  2.28  4.07  1.66
N  0.23  3.41  1.13
N  1.95  2.92  -0.28
H  -0.09  3.80  2.01
H  -0.33  2.79  0.56
H  1.37  2.24  -0.75
H  2.78  3.28  -0.71
C  -2.13  -4.43  -0.15
O  -1.97  -5.64  0.07
N  -1.69  -3.77  -1.21
N  -2.64  -3.57  0.76
H  -1.43  -2.80  -1.17
H  -1.14  -4.27  -1.91
H  -2.51  -2.61  0.47
H  -3.10  -3.92  1.57
C  -1.25  3.26  -3.84
O  -2.16  3.47  -3.05
N  -1.36  3.52  -5.19
N  -0.14  2.55  -3.54
H  -0.50  3.70  -5.67
H  -2.31  3.77  -5.42
H  0.30  2.31  -4.40
H  -0.13  2.17  -2.60
C  0.18  1.26  4.16
O  0.69  1.93  5.04
N  0.90  0.78  3.10
N  -1.03  0.62  4.17
H  1.80  1.23  3.07
H  0.39  0.48  2.29
H  -1.76  0.87  4.82
H  -1.42  0.08  3.40
C  3.44  -0.88  -0.37
O  2.37  -1.34  -0.80
N  4.43  -1.61  0.15
N  3.74  0.42  -0.45
H  5.37  -1.26  0.20
H  4.13  -2.53  0.47
H  4.61  0.78  -0.09
H  2.97  1.08  -0.53
C  -3.88  -0.93  2.91
O  -4.29  -1.31  4.02
N  -2.60  -1.12  2.53
N  -4.63  -0.24  2.03
H  -2.04  -1.80  3.01
H  -2.23  -0.75  1.66
H  -4.13  0.23  1.30
H  -5.62  -0.17  2.19
C  -3.59  3.23  0.30
O  -4.29  4.21  0.06
N  -3.01  2.44  -0.64
N  -3.43  2.73  1.54
H  -2.33  1.73  -0.40
H  -2.88  2.78  -1.60
H  -3.68  3.40  2.25
H  -2.67  2.07  1.59
C  2.93  0.38  -3.88
O  1.90  0.07  -3.28
N  3.15  0.03  -5.17
N  3.84  1.26  -3.43
H  3.87  0.51  -5.66
H  2.45  -0.52  -5.64
H  3.72  1.77  -2.58
H  4.59  1.50  -4.05
C  0.85  -4.32  1.15
C  2.13  -4.57  1.93
O  2.92  -3.38  2.03
O  0.01  -3.60  2.06
H  0.40  -5.27  0.88
H  1.03  -3.74  0.24
H  2.74  -5.20  1.28
H  1.97  -5.22  2.79
H  2.48  -2.94  2.77
H  -0.75  -3.28  1.56

Results of the Löwdin charge analysis, in e, for atoms 1 through 6: 0.978 -0.830 -0.052 -0.123 -0.131 -0.695